ORCA calculation (wB97M-V/def2-TZVPD) on a molecular structure, C39H36NO2P2RuS in a non-equilibrium geometry.

Geometry as XYZ:
```
82
Properties=species:S:1:pos:R:3:mulliken_spin:R:1
Ru -0.10 0.22 -0.14 2.569
C 0.71 2.30 2.54 0.001
C 2.03 2.17 1.78 0.019
P 2.05 0.61 0.83 0.051
C 2.05 -0.76 2.00 0.000
C 1.53 -1.98 1.55 0.126
C 1.51 -3.09 2.39 0.003
C 2.04 -2.98 3.67 0.010
C 2.56 -1.77 4.12 0.012
C 2.56 -0.66 3.29 -0.004
C 3.59 0.62 -0.10 0.000
C 3.97 1.78 -0.78 0.025
C 5.22 1.85 -1.35 -0.003
C 6.09 0.77 -1.28 0.006
C 5.69 -0.40 -0.64 0.001
C 4.44 -0.49 -0.06 0.005
P -0.74 1.66 1.60 -0.040
C -1.94 1.39 2.90 -0.010
C -2.24 0.09 3.33 0.006
C -3.07 -0.09 4.43 0.003
C -3.58 1.02 5.10 0.000
C -3.27 2.30 4.68 0.004
C -2.45 2.50 3.58 0.003
C -1.32 2.94 0.46 0.061
C -2.66 3.34 0.43 0.031
C -3.04 4.33 -0.47 0.012
C -2.12 4.89 -1.35 0.027
C -0.80 4.45 -1.35 -0.008
C -0.40 3.47 -0.46 0.037
H 0.50 3.34 2.81 -0.005
H 0.73 1.71 3.46 0.000
H 2.88 2.17 2.46 -0.003
H 2.17 3.00 1.09 0.001
H 1.19 -2.08 0.52 -0.085
H 1.11 -4.03 2.04 0.000
H 2.04 -3.84 4.32 0.001
H 2.98 -1.70 5.11 0.001
H 2.98 0.27 3.65 0.000
H 3.29 2.61 -0.88 0.000
H 5.53 2.76 -1.86 0.000
H 7.07 0.83 -1.73 0.000
H 6.37 -1.25 -0.58 0.000
H 4.14 -1.40 0.45 0.000
H -1.82 -0.76 2.81 -0.003
H -3.31 -1.09 4.77 0.000
H -4.21 0.87 5.96 0.000
H -3.67 3.16 5.20 0.000
H -2.19 3.50 3.27 0.000
H -3.38 2.90 1.09 -0.002
H -4.07 4.67 -0.48 0.000
H -2.44 5.65 -2.04 0.000
H -0.09 4.89 -2.04 0.000
H 0.63 3.12 -0.47 -0.019
O -1.24 0.93 -1.98 0.237
N -2.36 0.33 -2.30 0.101
C -2.91 0.59 -3.50 -0.048
C -4.09 -0.01 -3.88 0.112
C -4.74 -0.88 -3.02 -0.050
C -4.18 -1.13 -1.78 0.062
C -2.98 -0.51 -1.43 -0.004
S -2.27 -0.80 0.11 0.620
H -2.35 1.28 -4.12 0.004
H -4.50 0.22 -4.86 0.002
H -5.66 -1.37 -3.30 0.000
H -4.65 -1.79 -1.07 0.001
C 2.29 -1.62 -3.40 0.003
C 1.11 -1.78 -2.50 0.026
O 0.89 -0.90 -1.66 0.103
C 0.28 -2.98 -2.62 -0.005
C -0.43 -3.45 -1.51 0.014
C -1.21 -4.59 -1.61 -0.007
C -1.29 -5.28 -2.81 0.001
C -0.58 -4.82 -3.92 0.001
C 0.21 -3.69 -3.83 0.000
H 2.91 -0.80 -3.05 0.000
H 1.97 -1.40 -4.43 0.000
H 2.87 -2.54 -3.43 0.001
H -0.33 -2.96 -0.56 -0.008
H -1.74 -4.96 -0.74 0.001
H -1.88 -6.18 -2.88 0.000
H -0.64 -5.35 -4.86 0.000
H 0.76 -3.35 -4.70 0.000
```

Properties
LUMO (alpha / beta)	-8.91 / -11.39	eV
2S+1	5
energy above the lowest of the compared OMol25 structures with the same formula, charge and spin	0.0	kJ/mol
total charge	+3
max |F|	1.3	eV Å⁻¹